ORCA calculation (wB97M-V/def2-TZVPD) on an isolated ion of composition C6H12N and charge +1 in a non-equilibrium geometry.

Output
Charge ... +1
ΔE to the lowest compared entry with this formula, charge and spin ... 64.8 kcal/mol
SMILES string ... C=C=C[C@H](C)[NH2+]C
Molecular weight ... 98.169 g mol⁻¹
Maximum force ... 4.90 eV/A
LUMO level ... -3.11 eV
Orbital gap ... 11.07 eV

Structure (XYZ):
```
19
Properties=species:S:1:pos:R:3:forces:R:3
C -1.2675 -0.9994 -0.4324 0.59 -1.02 -0.63
C -2.1410 -0.1248 -0.1388 -0.97 1.65 0.46
C 0.1653 -0.7004 -0.4962 4.66 -0.44 -1.44
C -2.9582 0.7713 0.3102 0.05 0.30 -3.29
C 1.1749 -1.4753 0.4432 -1.99 -2.11 0.92
C 1.8146 1.2537 0.0169 -0.97 2.82 0.01
N 0.4158 0.7984 -0.1868 0.07 -1.09 -0.15
H -1.6676 -1.9334 -0.7675 0.39 -0.77 -0.18
H 0.6488 -0.9531 -1.5388 -1.39 0.95 1.56
H -3.4929 1.4601 -0.3655 0.29 -0.30 0.72
H -0.0683 1.4011 -0.8602 0.22 -0.12 0.02
H -3.1610 0.6059 1.2870 -1.11 0.34 3.13
H 2.1939 -1.7120 0.0423 -1.02 0.70 0.20
H 0.6424 -2.5009 0.5507 1.12 1.47 -0.01
H 1.2119 -1.0648 1.4972 0.03 -0.35 -1.19
H 2.1195 1.3207 -0.9561 1.33 0.71 -2.58
H 1.9025 2.2810 0.4889 -0.69 -1.25 -0.56
H 2.5463 0.6647 0.4489 0.44 -1.91 1.46
H -0.0793 0.9071 0.6570 -1.07 0.42 1.54
```
Positions in Å, forces in eV/Å.

Charges per atom according to natural (NBO) partitioning, unit e: -0.3612, 0.0959, -0.0428, -0.4534, -0.6605, -0.4300, -0.4931, 0.2749, 0.2460, 0.2560, 0.4444, 0.2403, 0.2510, 0.2569, 0.2273, 0.2193, 0.2508, 0.2507, 0.4277

ORCA calculation (wB97M-V/def2-TZVPD) on C17H24N5O2RbS as an isolated structure in a non-equilibrium geometry.

Output
ΔE to the lowest compared entry with this formula, charge and spin ... 19.9 kcal/mol
Molecular weight ... 447.947 g mol⁻¹
Maximum force ... 1.67 eV/A
LUMO level ... 0.02 eV
Orbital gap ... 6.66 eV

Structure (XYZ):
```
50
Properties=species:S:1:pos:R:3:forces:R:3
Rb -0.2568 -0.5905 0.3550 1.46 -0.01 0.82
C 1.5110 1.1857 3.4666 0.19 -0.05 0.15
C 0.4077 2.0627 2.8765 -0.06 0.09 -0.20
N -0.8298 1.3368 2.6488 -0.02 -0.17 -0.06
C -1.5318 0.8578 3.8246 0.09 0.18 0.16
C -2.0908 -0.5566 3.7061 -0.29 0.15 -0.02
S -0.9470 -1.8854 3.2453 -0.02 -0.11 0.16
C 0.4815 -1.6099 4.3178 0.21 0.09 0.30
C 1.7912 -1.2628 3.6047 0.04 -0.10 -0.07
N 1.7176 -0.0773 2.7691 -0.24 0.03 -0.01
H 1.2733 0.9699 4.5108 -0.02 -0.02 0.00
H 2.4328 1.7777 3.5107 -0.03 0.04 -0.04
H 0.7309 2.4608 1.9100 0.03 -0.09 -0.01
H 0.2924 2.9401 3.5332 -0.03 -0.04 0.05
H -1.4404 1.8251 2.0076 -0.02 0.05 0.06
H -2.3626 1.5169 4.1091 -0.06 -0.04 -0.08
H -0.8535 0.9077 4.6783 0.04 -0.05 -0.01
H -2.8612 -0.5865 2.9304 0.11 -0.02 -0.09
H -2.6105 -0.8048 4.6345 0.14 -0.06 0.05
H 0.6559 -2.5035 4.9198 -0.05 -0.07 -0.11
H 0.2323 -0.8355 5.0434 -0.07 0.02 -0.06
H 2.0849 -2.1002 2.9662 -0.08 0.00 -0.03
H 2.5686 -1.1985 4.3840 -0.02 0.08 0.02
H 2.4928 -0.0370 2.1243 0.05 0.03 0.03
O -2.3996 1.8537 -1.3331 -0.02 0.21 -0.02
N -2.2028 0.7150 -0.8687 -0.50 -0.49 -0.60
N -2.2597 -0.3096 -1.6897 -0.14 0.09 0.21
O -1.9765 -1.5169 -1.1636 -0.83 0.37 -0.74
C -2.5459 -0.2576 -3.0998 0.09 -0.10 0.38
C -3.1247 0.8291 -3.7573 0.04 -0.16 -0.13
C -3.3799 0.7241 -5.1200 -0.02 0.08 -0.01
C -3.0620 -0.4213 -5.8312 -0.02 0.05 0.08
C -2.4989 -1.4972 -5.1587 0.04 -0.08 0.00
C -2.2492 -1.4274 -3.7982 -0.08 0.08 -0.25
H -3.3752 1.7266 -3.2268 0.01 0.04 0.05
H -3.8387 1.5648 -5.6259 0.01 -0.01 -0.01
H -3.2635 -0.4780 -6.8930 0.01 -0.02 -0.01
H -2.2629 -2.4052 -5.7007 0.01 -0.01 0.03
H -1.8497 -2.2608 -3.2428 0.02 0.00 -0.01
C 4.1347 -0.0350 -3.2551 0.06 0.03 -0.08
C 3.7274 -1.2400 -2.7077 -0.04 -0.03 0.06
C 2.8714 -1.2126 -1.6186 -0.05 0.07 0.00
N 2.4155 -0.0872 -1.0648 0.12 -0.05 -0.03
C 2.8202 1.0641 -1.6025 -0.07 -0.03 0.03
C 3.6731 1.1425 -2.6921 -0.05 0.03 0.07
H 4.7970 -0.0090 -4.1109 0.00 -0.03 0.01
H 4.0509 -2.1907 -3.1085 0.03 0.04 -0.04
H 2.5253 -2.1423 -1.1788 0.00 0.01 0.02
H 2.4316 1.9675 -1.1448 0.01 0.00 -0.01
H 3.9533 2.1106 -3.0837 0.02 -0.03 -0.03
```
Positions in Å, forces in eV/Å.

Charges per atom according to natural (NBO) partitioning, unit e: 0.9115, -0.2352, -0.2158, -0.6616, -0.2322, -0.5322, 0.1904, -0.5536, -0.2174, -0.6564, 0.1822, 0.1927, 0.1973, 0.1696, 0.3868, 0.1941, 0.1831, 0.2371, 0.2165, 0.2296, 0.2137, 0.1994, 0.1690, 0.3758, -0.5275, 0.0904, 0.0758, -0.7377, 0.1591, -0.2470, -0.2135, -0.2268, -0.2145, -0.2425, 0.2559, 0.2079, 0.2074, 0.2068, 0.2521, -0.1615, -0.2519, 0.0336, -0.4620, 0.0341, -0.2417, 0.2221, 0.2255, 0.1918, 0.1954, 0.2242

ORCA calculation (wB97M-V/def2-TZVPD) on a 10-piece molecular cluster, C32H35F10NO29S overall in a non-equilibrium geometry.

Output
SMILES string ... C#CCCCNS(=O)(=O)F.O=C1OC[C@@H](F)O1.O=C1OC[C@@H](F)O1.O=C1OC[C@@H](F)O1.O=C1OC[C@@H](F)O1.O=C1OC[C@@H](F)O1.O=C1OC[C@@H](F)O1.O=C1OC[C@@H](F)O1.O=C1OC[C@@H](F)O1.O=C1OC[C@@H](F)O1
Molecular weight ... 1119.657 g mol⁻¹
Maximum force ... 1.82 eV/A
LUMO level ... -0.06 eV
Orbital gap ... 9.79 eV

Structure (XYZ):
```
108
Properties=species:S:1:pos:R:3:forces:R:3
C 0.9312 0.1295 3.3292 0.47 0.23 -0.14
C 0.3178 0.7788 2.5235 -0.59 -0.49 0.28
C -0.6704 1.4973 1.7196 0.45 0.56 -0.12
C -1.5839 2.4054 2.5656 -0.05 -0.31 -0.01
C -2.1288 1.7941 3.8495 -0.26 0.69 0.06
N -3.5063 1.2129 3.7014 1.00 -1.02 0.18
S -3.6993 -0.0008 2.6308 -1.72 0.56 -0.21
O -4.7462 -0.8462 3.1065 0.33 -0.08 0.27
O -3.8049 0.5094 1.3107 0.73 -0.07 -0.08
F -2.3868 -0.8541 2.7017 0.17 0.06 0.04
H 1.5867 -0.3272 4.0519 -0.36 0.16 -0.36
H -0.1177 2.1529 1.0498 -0.12 0.08 -0.08
H -1.2340 0.8256 1.0723 -0.03 -0.15 0.16
H -1.0204 3.3029 2.8162 0.04 -0.06 0.15
H -2.4268 2.7383 1.9639 0.03 0.01 -0.05
H -2.2637 2.5978 4.5723 -0.11 -0.03 0.00
H -1.4496 1.0712 4.3015 0.05 -0.10 -0.19
H -3.7570 0.7966 4.5969 -0.28 0.20 0.00
C -4.9486 -3.6582 1.4928 0.19 0.21 0.14
C -6.2891 -3.7952 0.8096 0.12 -0.11 -0.18
O -6.4510 -5.2028 0.7372 -0.15 0.08 0.28
C -5.7544 -5.7537 1.7679 0.07 -0.11 -0.08
O -5.8607 -6.8720 2.1412 0.06 -0.01 -0.04
O -4.9141 -4.8365 2.3105 -0.04 0.04 -0.07
F -6.2824 -3.2838 -0.4432 0.01 -0.06 -0.02
H -4.1262 -3.6971 0.7750 -0.13 -0.02 -0.15
H -4.8645 -2.7623 2.1001 -0.06 -0.16 0.14
H -7.1250 -3.3660 1.3635 -0.03 0.07 -0.09
C -1.6960 -6.1000 2.4623 -0.34 -0.21 0.11
C -0.8703 -5.1118 3.2513 0.16 -0.15 -0.02
O 0.2129 -4.8519 2.3748 -0.20 0.24 -0.06
C -0.2366 -5.0370 1.1009 0.07 -0.10 -0.05
O 0.3265 -4.6732 0.1250 0.02 -0.04 0.00
O -1.4201 -5.6971 1.1124 0.04 0.07 0.08
F -0.3854 -5.6420 4.4032 0.03 0.00 -0.06
H -1.3562 -7.1265 2.6099 0.14 0.06 0.12
H -2.7595 -6.0394 2.6763 -0.02 0.11 -0.19
H -1.3783 -4.1732 3.4820 0.02 -0.02 0.12
C -2.7879 7.2616 0.5567 -0.08 0.20 -0.06
C -2.6117 5.9177 -0.1155 0.23 0.01 0.10
O -2.5453 5.0357 0.9883 -0.32 0.08 -0.13
C -3.2589 5.6005 2.0091 0.06 -0.01 0.16
O -3.6164 5.0225 2.9776 0.08 0.01 0.00
O -3.4994 6.9055 1.7453 0.04 -0.06 -0.09
F -1.4545 5.8425 -0.8167 0.00 -0.04 0.03
H -1.8245 7.6985 0.8230 0.06 -0.09 -0.05
H -3.3589 7.9716 -0.0347 -0.14 -0.03 0.11
H -3.4381 5.6214 -0.7638 0.07 -0.01 -0.09
C 4.1912 2.6590 -1.1468 0.20 -0.09 -0.17
C 3.1756 3.7687 -0.9995 -0.07 -0.21 0.12
O 2.8455 3.7058 0.3710 0.18 0.22 -0.04
C 3.9330 3.1987 1.0330 0.04 -0.14 0.08
O 4.0896 3.2507 2.2029 -0.05 -0.02 -0.01
O 4.8002 2.6509 0.1493 -0.13 0.07 -0.02
F 2.0528 3.5404 -1.7341 -0.02 0.19 -0.12
H 3.7061 1.6992 -1.3299 -0.13 0.06 -0.01
H 4.9270 2.8485 -1.9227 0.13 0.05 0.15
H 3.5547 4.7650 -1.2352 -0.10 0.01 -0.12
C 2.6701 -3.8348 7.1922 0.16 -0.13 0.03
C 1.3003 -3.8798 6.5533 -0.06 0.00 0.20
O 1.0243 -2.5063 6.3371 0.13 -0.04 -0.28
C 2.2182 -1.8701 6.1825 0.02 0.03 0.12
O 2.3431 -0.7780 5.7356 0.18 -0.16 0.36
O 3.2324 -2.6604 6.5968 -0.11 0.01 0.00
F 0.3656 -4.3969 7.3838 -0.02 0.07 -0.01
H 2.5993 -3.7014 8.2725 -0.12 0.01 0.00
H 3.2794 -4.7067 6.9729 0.10 0.11 -0.13
H 1.2600 -4.4067 5.6005 -0.08 -0.08 0.05
C 2.5152 2.8117 -5.0578 -0.12 -0.24 0.03
C 2.8368 3.6854 -6.2475 -0.07 0.15 0.16
O 3.7839 4.5939 -5.7151 0.19 -0.21 -0.14
C 4.4257 3.9602 -4.6901 -0.05 0.06 0.13
O 5.4266 4.3374 -4.1821 -0.05 0.06 0.07
O 3.7523 2.8438 -4.3347 -0.04 0.04 -0.10
F 1.7576 4.3895 -6.6796 -0.02 -0.08 0.04
H 1.7299 3.2477 -4.4381 0.00 0.13 -0.10
H 2.2486 1.7926 -5.3211 0.23 -0.07 0.05
H 3.2780 3.1576 -7.0942 -0.09 0.05 -0.08
C -0.4161 -0.2543 -2.1042 -0.16 -0.08 0.07
C 0.2889 1.0838 -2.1018 0.27 0.00 0.25
O 1.4466 0.8191 -2.8797 -0.32 0.02 -0.30
C 1.1241 -0.1824 -3.7510 0.06 -0.16 0.04
O 1.7629 -0.4615 -4.7104 0.02 0.04 0.00
O -0.0229 -0.7847 -3.3768 0.04 0.09 0.05
F 0.6822 1.4630 -0.8672 0.00 -0.23 -0.11
H -0.0454 -0.9007 -1.3070 0.08 0.08 0.03
H -1.4976 -0.1754 -2.0364 0.00 -0.04 -0.19
H -0.2789 1.8976 -2.5584 0.03 0.06 0.08
C 2.5842 6.9465 -8.1334 -0.12 0.00 0.14
C 3.9882 7.5071 -8.1470 0.03 -0.11 -0.22
O 3.9271 8.4503 -9.1996 -0.07 0.16 0.26
C 2.6361 8.8854 -9.2904 -0.07 -0.01 -0.13
O 2.2866 9.8441 -9.8873 0.01 -0.03 -0.03
O 1.8152 8.0627 -8.5899 0.13 -0.01 0.00
F 4.9122 6.5622 -8.4463 0.00 0.02 -0.05
H 2.4816 6.1194 -8.8375 0.12 0.00 -0.02
H 2.2568 6.6280 -7.1509 -0.12 0.17 0.02
H 4.2850 8.0127 -7.2267 0.10 -0.08 0.02
C 0.2749 -8.8939 0.4329 -0.12 0.23 -0.04
C 0.3764 -10.2386 -0.2523 0.22 0.00 0.04
O 0.6857 -11.1041 0.8238 -0.30 0.02 -0.02
C 0.1625 -10.5606 1.9589 0.09 -0.01 0.12
O 0.0209 -11.1323 2.9831 0.05 0.02 0.00
O -0.1811 -9.2632 1.7401 0.03 0.01 -0.14
F 1.3794 -10.2756 -1.1595 0.02 -0.03 0.04
H 1.2505 -8.4112 0.5083 0.06 -0.11 -0.08
H -0.4286 -8.2159 -0.0442 -0.11 -0.03 0.14
H -0.5454 -10.5755 -0.7294 0.05 -0.01 -0.10
```
Positions in Å, forces in eV/Å.

Here are the Mulliken charges for atoms 1 to 99, given in e: 0.1508, -1.2130, 0.1367, -0.7691, -0.9756, -0.3639, 1.2073, -0.6963, -0.5760, -0.1046, 0.9808, 0.1796, 0.0838, 0.4852, 0.4115, 0.4317, 0.3815, 0.3144, 0.1467, 0.3337, -0.3352, 0.6623, -0.5186, -0.3242, -0.2782, 0.1755, -0.1444, 0.3065, -0.0180, 0.3790, -0.3312, 0.6470, -0.5477, -0.3737, -0.3152, 0.1118, 0.1817, 0.2861, -0.4447, 0.2511, -0.1747, 0.5813, -0.4583, -0.3574, -0.2631, 0.2863, 0.2903, 0.2682, -0.0375, 0.2542, -0.2922, 0.5322, -0.5015, -0.3757, -0.1765, 0.1386, 0.2274, 0.2385, -0.4501, 0.4885, -0.2875, 0.6792, -0.5821, -0.3193, -0.3130, 0.2901, 0.2891, 0.1627, -0.1572, 0.3716, -0.2419, 0.5588, -0.5309, -0.2451, -0.3107, 0.1012, 0.1839, 0.2830, -0.4510, 0.1759, -0.0742, 0.5089, -0.5505, -0.3627, -0.1748, 0.2925, 0.3079, 0.2963, -0.1711, 0.4080, -0.3376, 0.5746, -0.4871, -0.3484, -0.2972, 0.2341, 0.0967, 0.3175, -0.3727